# 1
{
  "formula": "C9H8N2O4Ru",
  "method": "ωB97M-V with the def2-TZVPD basis set",
  "e_above_lowest_ev": 1.416,
  "e_tot_ha": -851.605720,
  "spin_multiplicity": 6,
  "charge": 3,
  "elements": ["O", "N", "C", "H", "C", "O", "C", "C", "H", "N", "H", "O", "H", "C", "C", "C", "Ru", "H", "C", "H", "C", "O", "H", "H"],
  "positions_angstrom": [[0.147799, 2.796289, 0.566387], [0.224371, 0.148540, 2.091231], [0.128642, -0.274489, -4.918716], [0.986548, -0.879376, -4.576241], [-0.043790, -2.098704, -0.857148], [2.996133, 0.146034, -0.690604], [1.899058, -0.064513, -0.358589], [0.269654, -0.764918, 4.109534], [1.802758, -1.168228, 2.448421], [-0.791517, 0.126336, 4.015703], [0.939907, 1.544394, -3.968609], [-0.128952, -3.164899, -1.318941], [0.520338, -1.316020, 4.983804], [0.058086, 1.671955, 0.288091], [0.127749, 1.127694, -4.581404], [-1.857851, -0.067083, -0.517679], [-0.013155, -0.315230, 0.079107], [-0.732483, 1.561922, -4.060099], [0.927766, -0.724629, 2.895173], [-0.766610, -0.875570, -4.677184], [-0.776010, 0.684824, 2.794435], [-2.965663, 0.055255, -0.878386], [-1.520982, 0.381224, 4.694029], [-1.431795, 1.469186, 2.437674]],
  "atomic_forces_ev_per_a": [[-0.420, -4.925, -1.440], [0.039, -0.638, 0.159], [0.000, 1.434, -0.862], [0.435, -0.887, 0.271], [-0.544, -6.157, -1.576], [-5.252, -0.962, 1.645], [6.819, 0.751, -2.034], [0.514, 0.424, -1.083], [0.069, -0.420, 0.727], [-0.114, 0.604, -0.918], [0.650, 0.684, 0.772], [0.482, 5.191, 1.903], [-0.074, -0.232, 0.581], [0.282, 5.525, 1.111], [0.194, -1.039, -1.870], [-6.457, 0.287, -1.536], [-0.194, 1.659, -0.362], [-0.841, 0.756, 0.764], [-0.962, 0.274, 0.477], [-0.423, -0.835, 0.225], [-0.350, -0.450, 1.041], [5.607, -0.462, 1.659], [0.672, -0.393, 0.075], [-0.130, -0.188, 0.272]]
}



# 2
{
  "formula": "C26H35FNO18PS5",
  "method": "ωB97M-V with the def2-TZVPD basis set",
  "smiles": "C#Cc1c(CCF)cc(N)c2c1C(=O)C([PH2]=S)=C(CC(C)C)C2=O.O=S1(=O)OCCO1.O=S1(=O)OCCO1.O=S1(=O)OCCO1.O=S1(=O)OCCO1",
  "e_above_lowest_ev": 0.000,
  "e_tot_ha": -4852.743161,
  "elements": ["O", "H", "S", "C", "C", "C", "H", "H", "C", "O", "H", "O", "H", "O", "H", "C", "O", "O", "H", "H", "O", "H", "S", "C", "O", "H", "H", "H", "C", "O", "H", "S", "H", "H", "H", "O", "C", "C", "H", "C", "C", "C", "C", "S", "H", "H", "F", "O", "P", "C", "H", "C", "H", "O", "H", "H", "C", "H", "O", "O", "C", "H", "H", "C", "N", "O", "H", "H", "S", "C", "C", "C", "O", "H", "C", "C", "H", "O", "H", "H", "O", "C", "H", "C", "H", "C", "H"],
  "positions_angstrom": [[-2.631987, 3.261071, -0.980438], [-0.545962, -2.671862, 4.040223], [-4.562787, 4.572629, -5.852242], [-5.248980, 1.813406, -0.950585], [0.708408, -0.402671, 0.163656], [3.483614, -5.761830, 1.327584], [-7.415572, -0.785153, -0.840975], [0.538967, 1.986675, -2.779363], [-2.604357, 3.769426, -4.552471], [3.609282, -7.923630, 3.832222], [-1.772653, 4.019768, -5.216419], [2.325206, 1.326792, 1.527235], [-7.652509, 0.952750, -0.467668], [4.024710, 2.297284, 3.023767], [-4.906065, 2.518193, -1.734179], [-5.860255, 0.576403, -1.721954], [-5.921179, 4.336067, -5.520696], [-3.695669, 3.309702, -5.360205], [8.432408, -0.031742, -0.445097], [7.313256, -1.469753, 1.170118], [-4.151290, 4.922212, -7.164259], [-5.092685, -0.647439, 2.961692], [5.639465, 0.669783, -0.856603], [-2.700260, 0.510800, 1.766741], [5.836764, -0.172494, 0.492015], [-2.347003, 5.661736, -3.516489], [-3.772466, 4.729316, -3.005887], [1.360999, -5.304228, 1.415968], [6.772445, -1.234619, 0.256179], [-3.958297, 5.657159, -4.830251], [2.861777, -0.787783, 0.482674], [3.584164, -6.512759, 3.701508], [-0.259003, 3.123385, -1.970442], [2.715560, 0.922004, 5.705702], [4.329610, 0.498953, 5.088485], [2.122553, -6.075509, 3.195188], [3.381482, 0.986697, 4.848867], [-1.469991, 0.452345, 0.855665], [-4.869926, -1.212292, -0.794409], [7.686604, -0.725416, -0.840472], [-4.026059, 1.520356, -0.082377], [3.598179, 2.411343, 4.386942], [-0.373896, 1.300710, -1.188703], [-6.785446, 1.372696, 2.263121], [1.586231, 0.401402, -1.635899], [6.213520, -2.114793, -0.071802], [1.878198, -3.615054, -0.580593], [4.398974, -6.097112, 2.377988], [-5.512558, -0.035953, 1.753121], [-0.354274, -1.255131, 2.262607], [-6.032204, 2.364654, -0.401846], [1.918530, -1.356230, 0.345962], [4.350157, 2.928364, 4.978267], [2.813856, 0.321143, 3.716771], [-2.288427, 2.997770, -3.854223], [-5.983116, 0.892947, -2.773650], [-4.962413, -0.684061, -1.755299], [-3.937643, -0.493626, -2.122346], [3.978262, -5.645218, 4.753404], [4.483680, 0.156579, 1.902728], [2.000243, -2.251883, -0.936861], [8.188331, -1.528689, -1.374584], [2.390836, -4.212522, 2.369941], [-3.140546, 4.999348, -3.854251], [-0.360206, 2.172075, -2.331772], [5.981264, 2.020532, -0.592348], [3.920257, -5.020288, 0.663719], [-8.017864, 0.366470, -2.087535], [3.404148, 0.969803, 2.365753], [-0.364201, -0.388666, 1.076017], [2.251500, -5.243422, 2.034974], [-2.692780, 2.144345, -0.519297], [-2.648725, 0.344823, 2.959419], [2.980392, -2.086116, -1.412139], [-0.531439, -2.008291, 3.192891], [-1.461813, 1.278651, -0.297509], [2.666835, 2.981384, 4.406012], [4.397592, 0.301912, -1.447689], [-6.089451, -1.000941, 0.903356], [1.171833, -2.058147, -1.635252], [6.823163, 0.000861, -1.718824], [-7.323515, 0.237866, -1.240352], [3.264541, -6.670151, 0.762048], [0.727020, 0.444913, -0.955493], [-5.438265, -1.399473, -2.454544], [-4.020150, 0.763559, 1.027373], [1.675694, -2.042631, 1.173681]],
  "atomic_forces_ev_per_a": [[-0.157, -0.243, -0.241], [-0.136, 0.322, -0.350], [0.421, -0.037, 0.348], [0.567, 0.338, -0.829], [0.958, -0.089, -0.257], [-0.238, -0.284, -0.398], [-0.017, 0.334, -0.210], [-0.333, 0.092, -0.248], [0.477, 0.162, -0.122], [-0.016, 0.041, 0.234], [0.008, 0.012, 0.037], [-0.122, 0.150, -0.257], [0.140, -0.441, -0.201], [0.065, -0.491, -0.062], [-0.072, -0.250, 0.467], [-0.434, -0.179, 0.310], [-0.029, -0.072, -0.225], [-0.430, 0.292, 0.194], [0.010, -0.055, 0.026], [-0.146, 0.192, 0.094], [-0.246, 0.088, -0.032], [0.320, -0.387, -0.821], [0.568, -0.464, 0.286], [0.078, 0.002, -0.738], [2.873, -0.501, -3.028], [-0.104, 0.148, -0.158], [0.086, -0.015, 0.032], [-0.066, -0.156, 0.176], [0.000, -0.373, -0.272], [0.125, -0.290, -0.449], [-0.773, -0.594, -0.035], [-0.206, 0.245, -0.399], [-0.506, -0.078, -0.254], [-0.173, -0.111, -0.185], [-0.013, 0.042, 0.049], [0.354, -0.393, -0.127], [0.511, -0.099, 0.245], [0.251, 0.349, -0.823], [-0.057, 0.306, -0.256], [0.417, 0.143, 0.364], [-0.446, 0.038, -0.198], [-0.455, 0.244, 0.249], [0.533, -0.063, 0.005], [-0.082, -0.298, -0.135], [-0.353, 0.234, 0.257], [0.048, -0.014, 0.007], [0.294, 0.332, -0.053], [-0.223, 0.204, 0.364], [-0.663, 2.083, 1.227], [-0.490, -0.185, -0.248], [0.412, -0.453, 0.073], [-1.359, -0.125, -0.974], [0.136, -0.011, -0.229], [-0.231, 0.456, -0.367], [-0.184, -0.104, -0.079], [0.297, -0.011, 0.490], [-0.255, -0.193, -0.470], [-0.412, 0.075, 0.114], [0.153, -0.188, 0.072], [-2.903, 1.055, 2.319], [0.255, 0.299, 0.530], [-0.163, 0.082, -0.210], [-0.018, 0.005, -0.070], [-0.133, -0.245, 0.551], [0.888, -0.197, 0.883], [-0.379, 0.074, -0.041], [0.146, 0.005, 0.163], [0.213, -0.315, 0.348], [0.583, -0.008, 1.398], [-0.218, -0.250, 1.008], [0.079, 0.576, -0.049], [0.389, -0.542, 0.504], [-0.126, -0.002, -0.328], [-0.424, -0.371, -0.066], [0.678, 0.282, -0.399], [-0.736, 0.068, 0.408], [0.014, -0.015, 0.031], [-0.009, 0.232, -0.080], [0.623, -0.107, 0.088], [0.427, -0.006, 0.218], [-0.501, -0.159, 0.029], [0.287, 0.473, -0.186], [-0.018, 0.033, -0.010], [-1.230, -0.301, 0.740], [0.315, 0.269, 0.297], [0.797, -1.014, 0.026], [0.486, 0.404, -0.091]]
}